# C5H20FN10O5Zn

A structure of composition C5H20FN10O5Zn at a distorted geometry (ωB97M-V/def2-TZVPD, the Open Molecules 2025 dataset).

Each line ends with the Mulliken charge.
Positions of all 42 atoms, in Å:
Zn  -2.267  -18.178  -13.677  1.36
F  -0.781  -19.088  -11.007  -0.43
C  -6.425  -17.605  -10.547  0.58
O  -5.727  -17.963  -11.502  -0.69
N  -7.519  -16.977  -10.821  -0.39
N  -5.967  -17.670  -9.321  -0.41
H  -7.781  -17.280  -11.749  0.25
H  -8.214  -16.695  -10.145  0.21
H  -5.020  -18.013  -9.248  0.24
H  -6.673  -17.844  -8.620  0.22
C  -3.839  -22.900  -14.542  0.69
O  -3.048  -22.066  -14.854  -0.64
N  -4.818  -23.380  -15.236  -0.38
N  -3.918  -23.454  -13.328  -0.41
H  -4.830  -23.087  -16.203  0.22
H  -5.485  -23.957  -14.744  0.16
H  -4.616  -24.157  -13.133  0.16
H  -3.375  -22.987  -12.615  0.22
C  -1.905  -13.106  -11.582  0.68
O  -2.107  -14.162  -12.224  -0.70
N  -1.705  -13.021  -10.313  -0.38
N  -1.576  -12.012  -12.142  -0.36
H  -1.785  -13.881  -9.790  0.22
H  -1.310  -12.209  -9.861  0.17
H  -1.446  -11.260  -11.480  0.16
H  -1.483  -11.942  -13.145  0.21
C  2.555  -16.549  -15.255  0.63
O  1.481  -17.162  -15.178  -0.69
N  3.676  -17.124  -15.139  -0.41
N  2.700  -15.318  -15.365  -0.35
H  3.610  -18.114  -14.950  0.25
H  4.401  -16.548  -14.736  0.20
H  3.556  -14.796  -15.251  0.18
H  1.835  -14.844  -15.581  0.23
C  -5.256  -17.522  -18.048  0.61
O  -4.430  -17.550  -17.206  -0.61
N  -5.951  -18.562  -18.441  -0.43
N  -5.802  -16.487  -18.541  -0.40
H  -6.107  -19.402  -17.902  0.18
H  -6.070  -18.553  -19.444  0.22
H  -5.417  -15.565  -18.394  0.21
H  -6.751  -16.519  -18.885  0.22

energy above the lowest of the compared OMol25 structures with the same formula, charge and spin	1415.9	kJ/mol
Kohn-Sham gap	3.3	eV
strongest force on any atom	8.5	eV Å⁻¹
E_HOMO	-0.438	Ha
net charge	+1

# C5H20N10O5

A cluster of 5 separate species, C5H20N10O5 in total at a distorted geometry (ωB97M-V/def2-TZVPD, the Open Molecules 2025 dataset).

Each line ends with the Mulliken charge.
Positions of all 40 atoms, in Å:
C  -0.429  -9.778  -13.011  0.71
O  -0.156  -8.890  -13.829  -0.79
N  -1.136  -10.878  -13.324  -0.42
N  -0.112  -9.690  -11.687  -0.43
H  -1.663  -11.395  -12.643  0.20
H  -1.497  -11.052  -14.247  0.21
H  0.186  -8.805  -11.310  0.24
H  -0.480  -10.413  -11.100  0.17
C  -3.803  -5.044  -17.989  0.52
O  -4.116  -4.440  -19.015  -0.68
N  -4.284  -4.644  -16.760  -0.40
N  -2.949  -6.078  -17.891  -0.25
H  -4.634  -3.704  -16.714  0.22
H  -3.932  -5.027  -15.890  0.35
H  -2.785  -6.471  -16.984  0.17
H  -2.538  -6.415  -18.748  0.17
C  -2.254  -5.551  -13.531  0.68
O  -2.570  -5.544  -14.719  -0.71
N  -1.538  -6.563  -12.957  -0.06
N  -2.488  -4.527  -12.652  -0.40
H  -1.260  -6.460  -11.999  0.02
H  -1.220  -7.389  -13.451  0.09
H  -2.155  -4.676  -11.720  0.12
H  -2.647  -3.595  -12.986  0.24
C  -0.714  -5.870  -9.200  0.62
O  -0.213  -6.507  -10.125  -0.66
N  -0.814  -4.517  -9.228  -0.42
N  -1.177  -6.411  -8.026  -0.44
H  -1.480  -3.993  -8.689  0.18
H  -0.399  -3.997  -9.982  0.25
H  -1.894  -5.894  -7.554  0.21
H  -1.088  -7.412  -7.988  0.24
C  -0.128  -7.900  -17.430  0.57
O  -0.323  -7.778  -18.646  -0.69
N  0.033  -6.825  -16.637  -0.36
N  -0.313  -9.073  -16.732  -0.34
H  -0.069  -6.897  -15.643  0.14
H  -0.119  -5.931  -17.074  0.26
H  -0.475  -9.878  -17.307  0.19
H  -0.432  -8.997  -15.731  0.27

energy above the lowest of the compared OMol25 structures with the same formula, charge and spin	37.9	kJ/mol
Kohn-Sham gap	8.4	eV
strongest force on any atom	2.3	eV Å⁻¹
E_HOMO	-0.317	Ha
SMILES	NC(N)=O.NC(N)=O.NC(N)=O.NC(N)=O.NC(N)=O

# C5H20N10O5

A cluster of 5 separate species, C5H20N10O5 in total at a distorted geometry (ωB97M-V/def2-TZVPD, the Open Molecules 2025 dataset).

Each line ends with the Mulliken charge.
Positions of all 40 atoms, in Å:
C  -0.991  2.263  3.107  0.68
O  -0.399  2.346  2.057  -0.68
N  -2.251  2.303  3.326  -0.34
N  -0.337  2.282  4.207  -0.39
H  -2.573  2.241  4.281  0.16
H  -2.928  2.498  2.602  0.23
H  0.669  2.368  4.243  0.21
H  -0.742  2.177  5.126  0.14
C  0.152  6.215  -1.161  0.68
O  0.283  7.125  -2.014  -0.72
N  0.016  4.989  -1.550  -0.36
N  0.440  6.362  0.046  -0.37
H  0.011  4.797  -2.542  0.19
H  0.045  4.333  -0.783  0.16
H  0.664  7.330  0.225  0.24
H  0.741  5.576  0.604  0.19
C  -4.224  1.132  -2.100  0.69
O  -4.360  1.961  -1.222  -0.69
N  -4.561  1.465  -3.287  -0.43
N  -3.951  -0.112  -1.871  -0.42
H  -4.190  0.890  -4.030  0.19
H  -4.988  2.379  -3.346  0.24
H  -3.638  -0.274  -0.925  0.23
H  -4.150  -0.825  -2.558  0.19
C  3.579  -7.826  0.479  0.69
O  2.591  -7.864  1.203  -0.66
N  4.371  -8.835  0.484  -0.38
N  4.144  -6.849  -0.213  -0.39
H  5.107  -8.809  -0.208  0.15
H  4.274  -9.569  1.171  0.21
H  5.083  -6.944  -0.574  0.17
H  3.688  -5.949  -0.154  0.21
C  1.468  -1.463  -0.796  0.67
O  2.268  -2.222  -1.310  -0.67
N  0.841  -0.454  -1.383  -0.36
N  0.952  -1.632  0.380  -0.32
H  0.199  0.096  -0.830  0.15
H  1.104  -0.200  -2.325  0.20
H  1.189  -2.446  0.929  0.20
H  0.403  -0.854  0.716  0.13

energy above the lowest of the compared OMol25 structures with the same formula, charge and spin	410.9	kJ/mol
Kohn-Sham gap	9.4	eV
strongest force on any atom	8.0	eV Å⁻¹
E_HOMO	-0.336	Ha
SMILES	NC(N)=O.NC(N)=O.NC(N)=O.NC(N)=O.NC(N)=O

# C5H20N2O6

A cluster of 6 separate species, C5H20N2O6 in total at a distorted geometry (ωB97M-V/def2-TZVPD, the Open Molecules 2025 dataset).

Each line ends with the Mulliken charge.
Positions of all 33 atoms, in Å:
N  -0.928  -0.927  -0.104  -0.46
C  -0.273  0.129  0.601  0.40
C  -1.154  0.694  1.816  -0.36
C  -0.196  1.357  2.721  -0.12
C  0.644  2.301  2.430  -0.93
C  1.113  -0.344  1.149  -0.19
N  2.162  -0.735  0.271  -0.25
O  1.392  -0.552  2.295  -0.59
H  -1.385  -1.593  0.465  0.22
H  -0.230  -1.264  -0.809  0.19
H  0.014  0.913  -0.088  0.05
H  -1.652  -0.193  2.363  0.25
H  -1.873  1.250  1.159  0.52
H  0.158  0.634  3.666  0.15
H  1.344  2.774  2.928  0.41
H  0.380  2.872  1.549  0.20
H  2.291  -0.696  -0.674  0.17
H  2.900  -1.237  0.706  0.21
H  2.146  -2.215  -1.804  0.27
H  1.002  -2.205  -2.810  0.34
O  1.464  -2.766  -2.139  -0.67
H  0.760  1.298  -3.585  0.29
H  0.286  0.603  -2.313  0.45
O  0.747  0.419  -3.146  -0.68
H  -3.891  0.341  -0.723  0.29
H  -2.440  0.433  -0.515  0.45
O  -3.191  0.905  -0.619  -0.62
H  0.519  -3.152  -0.255  0.31
H  -0.181  -3.848  0.926  0.27
O  0.318  -3.077  0.592  -0.53
H  -0.686  3.293  -2.442  0.31
H  -1.209  2.104  -1.724  0.30
O  -0.351  2.485  -1.886  -0.66

energy above the lowest of the compared OMol25 structures with the same formula, charge and spin	462.6	kJ/mol
Kohn-Sham gap	8.9	eV
strongest force on any atom	7.3	eV Å⁻¹
E_HOMO	-0.318	Ha
SMILES	C=CC[C@H](N)C(N)=O.O.O.O.O.O